Density functional theory data (ωB97M-V/def2-TZVPD) for a structure of composition C42H31Cl5FN8O5S3Sn.

Cartesian coordinates (Å):
1 Sn 0.13390 0.05508 -0.35682
2 O 0.43347 3.63917 2.39882
3 C -0.01249 2.64232 1.82595
4 O 0.39017 2.11281 0.75554
5 C -1.25059 2.01017 2.49571
6 C -1.95676 2.79256 3.45344
7 C -3.05513 2.27451 4.05771
8 C -3.45167 0.94611 3.75698
9 C -4.58432 0.32565 4.33287
10 C -4.91382 -0.96023 4.00535
11 C -4.10483 -1.68975 3.10501
12 C -2.99925 -1.11594 2.53976
13 C -2.66540 0.22925 2.83006
14 N -1.59277 0.78622 2.19371
15 H -1.58239 3.78661 3.64952
16 H -3.62904 2.84888 4.77741
17 H -5.18774 0.89051 5.03525
18 H -5.79375 -1.42373 4.43561
19 H -4.37416 -2.70795 2.84834
20 H -2.37008 -1.64794 1.83788
21 Cl 2.56315 -2.08698 -1.26650
22 C 1.42527 -2.16715 -2.60233
23 C 0.38245 -1.25424 -2.64818
24 C -0.43467 -1.38478 -3.75936
25 Cl -1.78460 -0.27667 -3.98405
26 C -0.25833 -2.34540 -4.75524
27 Cl -1.31660 -2.44520 -6.12719
28 C 0.79813 -3.24422 -4.65119
29 Cl 1.04731 -4.45226 -5.86377
30 C 1.65682 -3.15313 -3.56088
31 Cl 2.98462 -4.25889 -3.43057
32 C -7.38276 0.97558 -2.82971
33 C -7.05217 1.19931 -1.35663
34 C -8.09299 0.61401 -0.41160
35 C -8.14893 -0.90294 -0.54244
36 C -6.76845 -1.50975 -0.49666
37 C -6.59877 -2.84777 -0.20922
38 C -5.32307 -3.39405 -0.15869
39 F -5.20745 -4.71242 0.12785
40 C -4.20143 -2.64456 -0.36801
41 C -4.34667 -1.28342 -0.64539
42 C -3.12535 -0.46662 -0.83903
43 O -2.02132 -1.00502 -0.74245
44 C -3.35300 0.92674 -1.11432
45 C -4.63069 1.37517 -1.21736
46 N -5.74095 0.62817 -1.03646
47 C -5.62417 -0.72164 -0.72963
48 C -2.26536 1.94075 -1.40851
49 O -2.59762 3.10414 -1.60320
50 O -1.07131 1.48666 -1.47874
51 H -8.37437 1.36702 -3.06374
52 H -7.35785 -0.08608 -3.07941
53 H -6.65146 1.48067 -3.46100
54 H -6.96703 2.27050 -1.17042
55 H -9.06580 1.05467 -0.63489
56 H -7.83089 0.88850 0.61278
57 H -8.64355 -1.18076 -1.47758
58 H -8.75186 -1.32545 0.26316
59 H -7.45578 -3.48066 -0.01221
60 H -3.20713 -3.06999 -0.32721
61 H -4.78310 2.41993 -1.45999
62 N 2.41911 -0.13241 3.37334
63 C 3.22497 0.21543 2.32141
64 N 2.79226 0.42846 1.12450
65 C 3.80947 0.84328 0.29623
66 C 5.03593 0.92464 0.87096
67 S 4.93366 0.48203 2.53321
68 C 3.50112 1.21033 -1.09159
69 C 4.41774 1.63007 -1.99162
70 S 3.64314 2.08799 -3.45893
71 C 2.10507 1.67502 -2.74789
72 N 2.19095 1.19901 -1.53056
73 N 0.97609 1.82149 -3.45977
74 H 1.48794 -0.40082 3.08487
75 H 2.82482 -0.72861 4.07328
76 H 5.97441 1.21988 0.43504
77 H 5.48417 1.71504 -1.87779
78 H 1.00290 2.39121 -4.28456
79 H 0.08492 1.76204 -2.96121
80 C -2.52313 -4.31455 5.70370
81 C -1.86162 -4.87820 4.48940
82 C -1.98223 -6.16674 4.07068
83 C -1.30440 -6.53098 2.87720
84 N -0.53215 -5.71590 2.20916
85 C -0.35789 -4.43067 2.63884
86 S 0.66838 -3.34632 1.93353
87 N -1.09309 -4.04647 3.75626
88 C -1.47480 -7.90828 2.30809
89 H -3.00229 -5.10628 6.27452
90 H -3.27493 -3.57786 5.41891
91 H -1.79242 -3.81195 6.33925
92 H -2.58314 -6.87434 4.62137
93 H -1.00609 -3.07085 4.00906
94 H -1.92158 -8.59359 3.02698
95 H -0.51017 -8.28861 1.97753
96 H -2.11982 -7.85242 1.42938

The calculation puts the relative energy (zero: lowest compared OMol25 entry of this formula, charge and spin) at 0.320 eV. Its multiplicity is 1. The charge is -1.



Density functional theory data (ωB97M-V/def2-TZVPD) for a structure of composition C42H32Br5N4O4SSiTi.

Cartesian coordinates (Å):
1 Ti -5.51618 -22.05233 -2.41107
2 C -4.23605 -21.75051 -5.58803
3 O -3.92178 -21.69823 -4.13927
4 C -2.93844 -20.73089 -3.82588
5 C -1.60607 -20.82302 -4.31005
6 C -0.71361 -19.86010 -3.81694
7 Br 1.13116 -20.01701 -4.39664
8 C -1.06410 -18.79639 -2.97057
9 C -2.40490 -18.65389 -2.64545
10 C -3.30323 -19.70546 -2.99971
11 O -4.59213 -19.63100 -2.39842
12 C -2.83644 -17.64836 -1.68150
13 N -2.01949 -16.99991 -0.91031
14 C -2.75425 -16.06562 -0.21677
15 C -2.40332 -15.21057 0.81383
16 C -3.48782 -14.59298 1.40460
17 C -4.79176 -14.76296 1.01365
18 C -5.16050 -15.55053 -0.05163
19 C -4.11776 -16.24041 -0.64124
20 N -4.13059 -17.23014 -1.54927
21 H -3.38276 -22.06163 -6.13012
22 H -4.53909 -20.71301 -5.82268
23 H -5.21089 -22.21176 -5.73542
24 H -1.26691 -21.58133 -4.99343
25 H -0.28471 -18.00771 -2.72256
26 H -4.41874 -19.84530 -1.48879
27 H -1.40922 -15.05650 1.26534
28 H -3.19561 -13.96949 2.24270
29 H -5.58780 -14.21086 1.49517
30 H -6.19112 -15.55716 -0.44369
31 H -4.90554 -17.64261 -2.01748
32 Br -11.15110 -25.36251 -4.63279
33 C -9.48538 -25.02366 -3.76284
34 C -9.19781 -25.72298 -2.60285
35 Br -10.30659 -26.99961 -1.80583
36 C -7.98756 -25.41299 -2.01812
37 Br -7.57736 -26.16993 -0.31505
38 C -7.07126 -24.45495 -2.49382
39 O -5.95557 -24.10600 -1.92585
40 C -7.42149 -23.75248 -3.69668
41 O -6.61133 -22.78507 -4.02996
42 C -8.65132 -24.04115 -4.30215
43 Br -9.13746 -22.97856 -5.77605
44 C -5.72136 -20.07758 3.84749
45 C -5.29222 -19.24330 2.75176
46 C -5.71850 -19.54009 1.43542
47 C -6.64583 -20.50259 1.17290
48 C -6.95877 -21.36256 2.21026
49 C -6.57096 -21.10078 3.47086
50 Si -7.33962 -20.74115 -0.59648
51 C -7.60376 -18.85457 -0.88227
52 C -8.18197 -18.06980 0.07220
53 C -8.58918 -16.76498 -0.16262
54 C -8.37737 -16.21823 -1.41041
55 C -7.76096 -16.98911 -2.39688
56 C -7.32261 -18.28583 -2.12031
57 C -9.10332 -21.43671 -0.42906
58 C -9.62251 -21.88641 -1.65821
59 C -10.93627 -22.31653 -1.84240
60 C -11.82279 -22.03886 -0.77477
61 C -11.35483 -21.56523 0.44371
62 C -10.01914 -21.30116 0.65690
63 H -5.30608 -20.02425 4.81461
64 H -4.65279 -18.36076 2.93323
65 H -5.51159 -18.76808 0.57772
66 H -7.61884 -22.17568 1.99006
67 H -6.93258 -21.82745 4.23897
68 H -8.34296 -18.50237 1.00874
69 H -8.99090 -16.23350 0.64393
70 H -8.66757 -15.24306 -1.65988
71 H -7.53918 -16.53865 -3.38031
72 H -6.83625 -18.83788 -2.90936
73 H -8.94421 -22.01939 -2.53254
74 H -11.34082 -22.48040 -2.82456
75 H -12.84093 -22.26236 -0.98278
76 H -12.11622 -21.46109 1.25937
77 H -9.73475 -20.90753 1.62744
78 C -2.72605 -21.74190 2.34074
79 N -3.78706 -22.58548 1.80189
80 C -4.38058 -23.54695 2.62905
81 C -5.18843 -24.26672 1.79596
82 N -5.07841 -23.70433 0.53852
83 C -4.11641 -22.74968 0.52539
84 S -3.40458 -22.06215 -0.84463
85 H -3.02140 -21.52192 3.38691
86 H -2.64530 -20.85121 1.69798
87 H -1.73301 -22.24459 2.28700
88 H -4.36454 -23.61914 3.70669
89 H -5.93851 -24.99687 1.97415
90 H -5.63236 -24.03865 -0.25793

The calculation puts the relative energy (zero: lowest compared OMol25 entry of this formula, charge and spin) at 0.027 eV. Its multiplicity is 3. The charge is -1.



Density functional theory data (ωB97M-V/def2-TZVPD) for a structure of composition C42H32IrN5P2Se.

Cartesian coordinates (Å):
1 Ir 0.63144 -0.10118 0.00673
2 C -0.47343 2.39076 -1.60042
3 P -0.26296 0.60713 -2.00106
4 C -1.87038 0.10260 -2.63965
5 C -1.94025 -0.63575 -3.82170
6 C -3.17504 -0.99647 -4.34220
7 C -4.33893 -0.63347 -3.67989
8 C -4.27150 0.09329 -2.49754
9 C -3.04398 0.45685 -1.96726
10 C 0.85742 0.40695 -3.39676
11 C 0.76847 1.29387 -4.47033
12 C 1.62799 1.15681 -5.54942
13 C 2.56783 0.13311 -5.56636
14 C 2.65342 -0.75784 -4.50495
15 C 1.80027 -0.61905 -3.41954
16 C -1.07050 2.30997 -0.23722
17 C -2.05313 3.02573 0.38719
18 C -2.41780 2.28934 1.54284
19 C -1.65171 1.15027 1.59129
20 C -1.84012 -0.02241 2.48650
21 P -3.02388 -1.26425 1.73252
22 C -1.98240 -1.83891 0.30803
23 C -2.53843 -2.24475 -0.88965
24 C -1.73698 -2.83033 -1.87343
25 C -0.36271 -2.95936 -1.71469
26 C 0.21162 -2.59065 -0.50250
27 C -0.59622 -2.03524 0.50537
28 C -2.64991 -2.67787 2.85127
29 C -2.64641 -2.46778 4.23163
30 C -2.45370 -3.52734 5.10727
31 C -2.27080 -4.81264 4.61839
32 C -2.28736 -5.03662 3.24944
33 C -2.47850 -3.97761 2.37274
34 N -0.79323 1.17016 0.50766
35 H 0.47720 2.91609 -1.62750
36 H -1.13987 2.88110 -2.30876
37 H -1.03751 -0.91333 -4.35092
38 H -3.22660 -1.55350 -5.26852
39 H -5.30152 -0.91092 -4.08944
40 H -5.17952 0.37756 -1.98208
41 H -3.01012 1.01390 -1.03947
42 H 0.02590 2.08361 -4.47233
43 H 1.56061 1.84565 -6.38092
44 H 3.23103 0.02692 -6.41469
45 H 3.38173 -1.55761 -4.52537
46 H 1.87189 -1.31117 -2.58724
47 H -2.49426 3.94168 0.02750
48 H -3.17780 2.54779 2.26378
49 H -0.90411 -0.48872 2.76757
50 H -2.31854 0.30958 3.40668
51 H -3.60548 -2.15118 -1.04824
52 H -2.19976 -3.18826 -2.78372
53 H 0.23921 -3.40859 -2.49377
54 H 1.24090 -2.86736 -0.27846
55 H -0.27964 -2.09967 1.52193
56 H -2.81272 -1.47838 4.64060
57 H -2.46305 -3.34822 6.17470
58 H -2.12762 -5.63854 5.30239
59 H -2.16389 -6.03963 2.86187
60 H -2.50471 -4.17924 1.30765
61 Se 6.97750 2.18465 3.79121
62 N 5.67998 1.04613 4.20771
63 C 4.84900 1.04539 3.19828
64 C 3.64282 0.23114 3.15389
65 C 3.28270 -0.58348 4.22280
66 C 2.12670 -1.31163 4.12424
67 C 1.36986 -1.22352 2.96650
68 N 1.69447 -0.46174 1.90974
69 C 2.82649 0.28052 2.02229
70 C 3.15907 1.15376 0.90185
71 N 2.31600 1.15797 -0.17259
72 C 2.65029 1.94476 -1.20448
73 C 3.76252 2.76892 -1.22300
74 C 4.59619 2.78790 -0.13655
75 C 4.30435 1.95105 0.93704
76 C 5.17562 1.89473 2.10325
77 N 6.27541 2.59322 2.21177
78 H 3.91494 -0.61820 5.10060
79 H 1.78636 -1.95166 4.92591
80 H 0.47108 -1.80785 2.93190
81 H 2.04233 1.88644 -2.08386
82 H 3.95129 3.37678 -2.09647
83 H 5.47706 3.41565 -0.09439

The calculation puts the relative energy (zero: lowest compared OMol25 entry of this formula, charge and spin) at 2.749 eV. Its multiplicity is 1. The charge is +2.